Entry 1:
{
  "formula": "C38H57BF13N4O12S",
  "method": "ωB97M-V with the def2-TZVPD basis set",
  "symbols": ["N", "C", "C", "C", "C", "C", "C", "C", "C", "C", "C", "C", "C", "C", "N", "C", "C", "C", "C", "O", "B", "O", "C", "C", "S", "C", "N", "N", "C", "O", "O", "C", "F", "H", "H", "H", "H", "H", "H", "H", "H", "H", "H", "H", "H", "H", "H", "H", "H", "H", "H", "H", "H", "H", "H", "H", "H", "H", "H", "H", "H", "H", "H", "H", "H", "H", "H", "H", "H", "H", "C", "C", "O", "C", "O", "C", "F", "F", "F", "H", "H", "H", "H", "H", "C", "C", "O", "C", "O", "C", "F", "F", "F", "H", "H", "H", "H", "H", "C", "C", "O", "C", "O", "C", "F", "F", "F", "H", "H", "H", "H", "H", "C", "C", "O", "C", "O", "C", "F", "F", "F", "H", "H", "H", "H", "H"],
  "coordinates": [[-3.596, -0.597, -3.190], [-4.947, -0.974, -2.762], [-5.028, -2.146, -1.804], [-4.628, -1.886, -0.342], [-3.457, -0.909, -0.137], [-2.047, -1.523, -0.230], [-1.135, -0.794, 0.778], [0.374, -0.895, 0.459], [0.968, 0.414, -0.092], [2.187, 0.938, 0.693], [2.371, 2.447, 0.587], [1.644, 3.236, 1.700], [2.508, 4.396, 2.175], [1.868, 5.170, 3.338], [1.804, 6.622, 3.152], [2.434, 7.436, 2.258], [2.006, 8.689, 2.508], [1.103, 8.663, 3.589], [1.018, 7.372, 3.959], [-5.532, -1.527, -3.971], [-6.402, -0.545, -4.586], [-5.638, 0.569, -5.237], [-7.495, -1.217, -5.589], [-7.569, -0.671, -7.015], [-6.141, -1.142, -8.076], [-5.428, 0.369, -8.553], [-4.426, 0.962, -8.038], [-4.207, 2.110, -8.759], [-5.092, 2.137, -9.676], [-5.889, 1.074, -9.637], [-6.995, 0.106, -3.340], [-5.950, 0.232, -2.531], [-6.386, 0.291, -1.193], [-3.533, 0.410, -3.285], [-3.487, -0.998, -4.109], [-6.078, -2.440, -1.796], [-4.499, -2.986, -2.247], [-4.339, -2.853, 0.083], [-5.455, -1.532, 0.267], [-3.512, -0.028, -0.770], [-3.544, -0.550, 0.893], [-1.636, -1.405, -1.229], [-2.093, -2.553, 0.099], [-1.320, -1.155, 1.790], [-1.443, 0.252, 0.782], [0.533, -1.708, -0.249], [0.915, -1.162, 1.367], [0.234, 1.216, -0.170], [1.305, 0.215, -1.110], [2.115, 0.605, 1.730], [3.072, 0.456, 0.277], [3.433, 2.674, 0.680], [2.038, 2.813, -0.383], [1.432, 2.582, 2.545], [0.697, 3.603, 1.304], [3.423, 3.945, 2.563], [2.804, 5.029, 1.345], [0.838, 4.826, 3.410], [2.347, 4.926, 4.285], [3.118, 7.071, 1.521], [2.295, 9.586, 1.985], [0.573, 9.482, 4.032], [0.446, 6.928, 4.754], [-6.282, 1.273, -5.352], [-7.418, -2.304, -5.630], [-8.476, -1.017, -5.139], [-8.438, -1.120, -7.496], [-7.744, 0.400, -7.046], [-5.178, 2.924, -10.397], [-5.384, 1.166, -2.662], [-7.471, -5.672, 3.707], [-6.254, -6.563, 3.829], [-5.406, -6.449, 2.673], [-4.606, -5.390, 2.642], [-4.527, -4.540, 3.477], [-3.747, -5.428, 1.371], [-4.474, -5.721, 0.292], [-2.781, -6.362, 1.469], [-3.146, -4.265, 1.159], [-8.010, -5.889, 2.784], [-8.141, -5.829, 4.552], [-7.189, -4.621, 3.680], [-6.554, -7.608, 3.872], [-5.685, -6.345, 4.733], [7.325, -2.160, -2.501], [6.434, -2.577, -1.350], [6.802, -1.894, -0.135], [6.364, -0.650, -0.008], [5.710, -0.039, -0.799], [6.793, -0.089, 1.356], [8.081, -0.352, 1.612], [6.062, -0.632, 2.337], [6.629, 1.230, 1.403], [8.374, -2.317, -2.246], [7.087, -2.741, -3.391], [7.199, -1.104, -2.734], [6.558, -3.638, -1.145], [5.382, -2.406, -1.572], [5.368, 8.132, 3.895], [5.946, 6.824, 4.385], [7.258, 6.587, 3.835], [8.260, 7.219, 4.424], [8.184, 7.961, 5.358], [9.585, 6.828, 3.750], [9.488, 6.871, 2.416], [9.934, 5.582, 4.097], [10.567, 7.647, 4.115], [5.361, 8.161, 2.805], [4.347, 8.255, 4.254], [5.961, 8.980, 4.239], [5.330, 5.992, 4.046], [5.984, 6.782, 5.473], [0.090, -7.022, 1.221], [1.347, -7.854, 1.343], [2.165, -7.733, 0.161], [2.907, -6.640, 0.068], [2.965, -5.747, 0.861], [3.738, -6.691, -1.222], [3.003, -7.068, -2.272], [4.745, -7.569, -1.100], [4.265, -5.501, -1.504], [-0.457, -7.285, 0.315], [-0.558, -7.180, 2.080], [0.329, -5.961, 1.161], [1.100, -8.910, 1.422], [1.922, -7.584, 2.228]],
  "mulliken_charge": [-0.3213, 0.3757, -1.4359, 0.2746, -1.0227, -0.0723, -1.1138, -0.7454, -1.0000, -0.5008, -1.0251, -0.7924, -0.5165, -0.6872, 0.3118, -0.5085, -0.5948, -0.5655, -0.4574, -0.7991, 0.9999, -0.6579, -0.9714, -0.6245, -0.2558, 0.4530, -0.0175, -0.5499, 0.0181, -0.2835, -0.5893, 0.1875, -0.4043, 0.3087, 0.3255, 0.3584, 0.3128, -0.6650, 0.4680, 0.5048, 0.5999, 0.3610, -0.0089, 0.3675, 0.5329, 0.4822, 0.5010, 0.5431, 0.3158, 0.5586, -0.0063, 0.5150, 0.3820, 0.4035, 0.3654, 0.2501, 0.3228, 0.5449, 0.3175, 0.4385, 0.4143, 0.4369, 0.4139, 0.2182, 0.3103, 0.2728, 0.4978, 0.3445, 0.4150, 0.2626, -1.1173, -0.2106, -0.3057, 0.2389, -0.5150, 1.0071, -0.2742, -0.2783, -0.2706, 0.3060, 0.3720, 0.3235, 0.3140, 0.3104, -1.1787, -0.0586, -0.3383, 0.3715, -0.5134, 0.9158, -0.2598, -0.2592, -0.2467, 0.3159, 0.3754, 0.3169, 0.2743, 0.2987, -0.9591, -0.1018, -0.3154, 0.3186, -0.5185, 0.9174, -0.2468, -0.2513, -0.2440, 0.2699, 0.2158, 0.4082, 0.1853, 0.3162, -0.9689, -0.3739, -0.3112, 0.3560, -0.5202, 0.8983, -0.2517, -0.2700, -0.2212, 0.3219, 0.3582, 0.3183, 0.3326, 0.3290],
  "mol_weight_g_mol": 1051.74,
  "e_tot_ev": -117704.498,
  "homo_energy_ev": -5.28,
  "charge": -1,
  "fmax_ha_per_bohr": 0.062,
  "lumo_ev": 1.744,
  "de_lowest_kcal_mol": 12.7
}



Entry 2:
{
  "formula": "CH2O2S3",
  "method": "ωB97M-V with the def2-TZVPD basis set",
  "symbols": ["C", "O", "O", "S", "S", "S", "H", "H"],
  "coordinates": [[-0.265, 0.514, 0.528], [1.213, -1.344, -0.793], [2.351, -0.002, 0.945], [0.423, 1.535, -0.742], [-2.036, -1.043, -0.202], [1.234, -0.230, 0.091], [-0.646, 0.883, 1.460], [-2.274, -0.312, -1.287]],
  "mulliken_charge": [-0.2977, -0.4528, -0.5014, -0.0818, -0.1764, 0.9432, 0.4179, 0.1490],
  "mol_weight_g_mol": 142.23,
  "e_tot_ev": -37666.142,
  "homo_energy_ev": [-9.64, -9.64],
  "fmax_ha_per_bohr": 0.068,
  "lumo_ev": [-1.639, -1.639],
  "de_lowest_kcal_mol": 70.7
}



Entry 3:
{
  "formula": "C65H52BrN3O5P2Pb",
  "method": "ωB97M-V with the def2-TZVPD basis set",
  "symbols": ["Pb", "O", "C", "C", "C", "C", "C", "C", "C", "O", "N", "N", "C", "C", "Br", "C", "C", "C", "C", "C", "C", "C", "H", "H", "H", "H", "H", "H", "H", "H", "H", "H", "H", "H", "H", "H", "O", "C", "O", "C", "C", "C", "C", "C", "C", "C", "C", "C", "N", "H", "H", "H", "H", "H", "H", "C", "C", "C", "C", "C", "C", "C", "C", "P", "C", "C", "C", "C", "C", "C", "C", "C", "C", "C", "C", "C", "C", "O", "C", "C", "C", "C", "C", "C", "P", "C", "C", "C", "C", "C", "C", "C", "C", "C", "C", "C", "C", "H", "H", "H", "H", "H", "H", "H", "H", "H", "H", "H", "H", "H", "H", "H", "H", "H", "H", "H", "H", "H", "H", "H", "H", "H", "H", "H", "H", "H", "H", "H", "H"],
  "coordinates": [[1.136, 1.028, 0.803], [5.136, 2.133, -1.239], [5.325, 1.064, -2.034], [6.434, 1.059, -2.881], [6.677, -0.018, -3.713], [5.815, -1.109, -3.730], [4.711, -1.098, -2.893], [4.457, -0.034, -2.034], [3.266, -0.107, -1.104], [2.808, 1.113, -0.680], [3.696, -0.919, 0.070], [2.847, -1.009, 1.088], [3.006, -1.897, 1.993], [2.192, -1.984, 3.196], [1.097, -0.480, 3.608], [2.203, -2.995, 4.069], [2.902, -4.281, 3.908], [2.978, -4.954, 2.687], [3.642, -6.168, 2.591], [4.232, -6.733, 3.712], [4.139, -6.087, 4.937], [3.472, -4.877, 5.034], [4.253, 2.016, -0.813], [7.091, 1.919, -2.863], [7.544, -0.002, -4.362], [5.996, -1.946, -4.391], [4.014, -1.930, -2.907], [2.471, -0.665, -1.622], [4.347, -1.680, -0.086], [3.818, -2.620, 1.916], [1.662, -2.865, 4.999], [2.480, -4.548, 1.815], [3.688, -6.677, 1.637], [4.750, -7.680, 3.634], [4.584, -6.528, 5.819], [3.399, -4.376, 5.992], [-0.959, 5.034, 1.531], [0.014, 4.075, 1.397], [-0.271, 3.281, 0.303], [1.029, 3.847, 2.241], [1.198, 4.713, 3.404], [2.239, 4.548, 4.222], [3.249, 3.543, 3.940], [4.383, 3.398, 4.735], [5.349, 2.450, 4.450], [5.177, 1.645, 3.329], [4.058, 1.774, 2.527], [3.056, 2.707, 2.819], [1.920, 2.785, 2.033], [0.453, 5.479, 3.575], [2.361, 5.177, 5.097], [4.497, 4.054, 5.591], [6.227, 2.351, 5.074], [5.934, 0.918, 3.061], [3.983, 1.176, 1.629], [-7.026, -1.395, -1.782], [-5.982, -0.445, -2.396], [-6.573, 0.232, -3.642], [-4.751, -1.248, -2.790], [-4.857, -2.299, -3.696], [-3.764, -3.074, -4.043], [-2.521, -2.776, -3.507], [-2.354, -1.707, -2.637], [-0.707, -1.194, -1.982], [0.054, -2.849, -1.780], [1.113, -3.352, -2.529], [1.659, -4.597, -2.234], [1.155, -5.353, -1.187], [0.105, -4.854, -0.424], [-0.434, -3.614, -0.716], [0.112, -0.501, -3.470], [0.117, -1.061, -4.750], [0.812, -0.456, -5.784], [1.515, 0.723, -5.560], [1.512, 1.298, -4.301], [0.806, 0.691, -3.270], [-3.493, -0.986, -2.262], [-3.287, -0.008, -1.328], [-4.337, 0.719, -0.840], [-4.025, 1.591, 0.208], [-5.029, 2.416, 0.698], [-6.306, 2.371, 0.160], [-6.590, 1.464, -0.845], [-5.620, 0.607, -1.358], [-2.323, 1.565, 0.901], [-1.722, 3.224, 0.204], [-2.169, 4.509, 0.949], [-2.793, 5.571, 0.100], [-3.045, 5.401, -1.192], [-2.663, 4.170, -1.889], [-2.046, 3.176, -1.262], [-2.712, 1.777, 2.680], [-3.737, 0.968, 3.185], [-4.001, 0.918, 4.543], [-3.240, 1.671, 5.430], [-2.217, 2.466, 4.944], [-1.952, 2.519, 3.579], [-7.325, -2.158, -2.502], [-7.919, -0.845, -1.482], [-6.620, -1.895, -0.902], [-6.846, -0.510, -4.394], [-5.853, 0.920, -4.085], [-7.473, 0.794, -3.389], [-5.824, -2.529, -4.127], [-3.881, -3.905, -4.726], [-1.670, -3.400, -3.753], [1.518, -2.776, -3.352], [2.477, -4.979, -2.833], [1.575, -6.326, -0.965], [-0.290, -5.433, 0.402], [-1.246, -3.225, -0.109], [-0.417, -1.981, -4.946], [0.810, -0.908, -6.767], [2.065, 1.187, -6.368], [2.061, 2.211, -4.111], [0.817, 1.146, -2.287], [-4.817, 3.084, 1.523], [-7.081, 3.023, 0.540], [-7.599, 1.411, -1.236], [-2.851, 4.255, 1.766], [-3.031, 6.499, 0.606], [-3.509, 6.193, -1.766], [-2.869, 4.090, -2.949], [-1.735, 2.281, -1.792], [-4.335, 0.369, 2.508], [-4.800, 0.288, 4.911], [-3.444, 1.632, 6.492], [-1.608, 3.052, 5.621], [-1.131, 3.132, 3.235]],
  "mulliken_charge": [1.5207, -0.7545, 0.5192, -0.8434, -0.3573, -1.0445, -0.1445, -0.7548, 2.0919, -0.6679, 0.0184, 0.4983, -1.1868, 0.3822, -0.1844, -1.1186, 0.5471, -0.3287, -0.6853, -0.4708, -0.5475, -0.5505, 0.2530, 0.4816, 0.3849, 0.4387, 0.3516, -1.0504, 0.4354, 0.6648, 0.4090, 0.7703, 0.4173, 0.3889, 0.3773, 0.4334, -0.5355, -0.0761, -0.9775, 0.8972, -0.6286, -1.2602, 1.0642, -0.7139, -0.8240, -0.8386, -0.3945, -0.1039, 0.2481, 0.4416, 0.3970, 0.3772, 0.3846, 0.4725, 0.8311, -1.7092, 1.6493, -1.7858, 0.5424, -0.4231, -1.6494, -0.5433, 0.8435, 1.1181, 0.2689, 0.0823, -0.7287, -0.5550, -0.7958, -0.8460, 0.0824, -0.1224, -0.6814, -0.7772, -1.0783, 0.1042, -0.8428, -0.2346, -0.1455, -0.1514, 0.2470, -1.7043, -0.1848, 0.3284, 0.5762, 2.7947, 1.0559, -1.4562, -0.6741, -0.3401, -1.7765, 0.2051, -0.9560, -0.6811, -0.7585, -0.6312, 0.1826, 0.3993, 0.4077, 0.3676, 0.4006, 0.3949, 0.3906, 0.3896, 0.4010, 0.4750, 0.3181, 0.4419, 0.4258, 0.4443, 0.3994, 0.3590, 0.4356, 0.3983, 0.4985, 0.4961, 0.4640, 0.4283, 0.4239, 0.0613, 0.4835, 0.4048, 0.4855, 0.1653, 0.4385, 0.4355, 0.3930, 0.4935, 0.1760],
  "mol_weight_g_mol": 1304.20,
  "e_tot_ev": -176823.389,
  "homo_energy_ev": -5.86,
  "fmax_ha_per_bohr": 0.005,
  "lumo_ev": -0.049,
  "de_lowest_kcal_mol": 65.6
}



Entry 4:
{
  "formula": "C5H7NO",
  "method": "ωB97M-V with the def2-TZVPD basis set",
  "symbols": ["C", "C", "C", "N", "C", "C", "O", "H", "H", "H", "H", "H", "H", "H"],
  "coordinates": [[-0.877, -1.331, 0.955], [0.129, -0.463, 0.918], [0.302, 0.761, 0.116], [-0.706, 1.320, -0.603], [1.625, 1.084, 0.208], [2.315, 0.179, 1.114], [1.348, -0.684, 1.544], [-1.765, -1.180, 0.345], [-1.027, -1.570, -2.330], [-0.769, -2.260, 1.507], [-0.520, 2.210, -1.038], [-1.667, 1.161, -0.337], [2.109, 1.898, -0.319], [-0.498, -1.123, -2.079]],
  "mulliken_charge": [-0.8498, 0.5685, 0.4872, -0.4111, -0.3670, -0.5766, -0.1863, 0.2560, 0.1484, 0.2798, 0.2207, 0.2155, 0.3607, -0.1459],
  "mol_weight_g_mol": 97.12,
  "e_tot_ev": -8831.993,
  "homo_energy_ev": -8.35,
  "fmax_ha_per_bohr": 0.015,
  "lumo_ev": -0.371,
  "de_lowest_kcal_mol": 97.1
}



Entry 5:
{
  "formula": "C14H16Cl5ReS4",
  "method": "ωB97M-V with the def2-TZVPD basis set",
  "symbols": ["Re", "C", "C", "S", "C", "C", "S", "C", "C", "S", "C", "C", "S", "H", "H", "H", "H", "H", "H", "H", "H", "H", "H", "H", "H", "H", "H", "H", "H", "Cl", "C", "C", "C", "Cl", "C", "Cl", "C", "Cl", "C", "Cl"],
  "coordinates": [[-1.222, 0.174, -0.212], [-3.654, 1.387, 1.820], [-3.311, 0.112, 2.560], [-1.689, -0.562, 2.069], [-0.480, 0.320, 3.106], [0.876, 0.113, 2.467], [0.912, 0.608, 0.714], [0.992, 2.429, 0.855], [0.660, 3.040, -0.488], [-0.835, 2.282, -1.217], [-2.136, 3.394, -0.572], [-3.476, 2.714, -0.722], [-3.476, 1.061, 0.029], [-3.011, 2.219, 2.108], [-4.695, 1.665, 1.992], [-4.028, -0.685, 2.356], [-3.292, 0.264, 3.641], [-0.508, -0.133, 4.098], [-0.759, 1.370, 3.190], [1.172, -0.937, 2.471], [1.657, 0.678, 2.978], [2.010, 2.679, 1.159], [0.301, 2.752, 1.633], [1.456, 2.903, -1.215], [0.463, 4.109, -0.402], [-2.092, 4.304, -1.173], [-1.908, 3.646, 0.464], [-3.744, 2.552, -1.767], [-4.278, 3.294, -0.261], [-2.578, -2.105, -0.727], [-1.276, -2.041, -1.897], [-0.485, -0.881, -1.742], [0.606, -0.762, -2.655], [1.639, 0.592, -2.578], [0.848, -1.729, -3.617], [2.146, -1.577, -4.698], [0.000, -2.865, -3.706], [0.280, -4.028, -4.865], [-1.102, -3.029, -2.816], [-2.128, -4.373, -2.899]],
  "mulliken_charge": [-0.1282, -0.6289, -0.7995, 0.0965, -0.6646, -0.8817, 0.1216, -0.6410, -0.8965, 0.1529, -0.7119, -0.8668, 0.1090, 0.3436, 0.5342, 0.4527, 0.5067, 0.5337, 0.3746, 0.4634, 0.5239, 0.5807, 0.3265, 0.4233, 0.5607, 0.5444, 0.3941, 0.4626, 0.5154, -0.1606, 1.1152, -0.2979, 1.1900, -0.1439, -0.4731, -0.0803, 0.9042, -0.0224, -0.7388, -0.0936],
  "spin_multiplicity": 2,
  "mol_weight_g_mol": 676.02,
  "e_tot_ev": -122832.906,
  "homo_energy_ev": [-17.93, -17.99],
  "charge": 3,
  "fmax_ha_per_bohr": 0.002,
  "lumo_ev": [-12.267, -11.784]
}



Entry 6:
{
  "formula": "C3H3NO4",
  "method": "ωB97M-V with the def2-TZVPD basis set",
  "symbols": ["O", "C", "O", "C", "N", "O", "C", "O", "H", "H", "H"],
  "coordinates": [[-3.215, -0.921, -1.091], [-2.812, -0.637, 0.022], [-1.390, -0.824, 0.787], [-0.396, -0.372, -0.279], [0.616, 0.206, 0.252], [1.806, 0.065, -0.657], [2.770, 0.937, 0.013], [2.610, 1.626, 1.075], [-3.515, -0.411, 0.959], [-0.338, -0.913, -1.377], [3.686, 0.748, -0.796]],
  "mulliken_charge": [-0.3798, 0.2829, -0.2747, 0.0873, -0.2730, -0.1584, 0.3112, -0.4327, 0.3030, 0.3022, 0.2321],
  "mol_weight_g_mol": 117.06,
  "e_tot_ev": -12834.119,
  "homo_energy_ev": -10.63,
  "fmax_ha_per_bohr": 0.145,
  "lumo_ev": 0.103,
  "de_lowest_kcal_mol": 143.1
}